[1]
{
  "formula": "C12H36O6S6",
  "method": "wB97M-V/def2-TZVPD",
  "relative_energy_kj_mol": 285.0,
  "e_tot_ha": -3319.06173,
  "species": ["C", "S", "O", "C", "H", "H", "H", "H", "H", "H", "C", "S", "O", "C", "H", "H", "H", "H", "H", "H", "C", "S", "O", "C", "H", "H", "H", "H", "H", "H", "C", "S", "O", "C", "H", "H", "H", "H", "H", "H", "C", "S", "O", "C", "H", "H", "H", "H", "H", "H", "C", "S", "O", "C", "H", "H", "H", "H", "H", "H"],
  "xyz": [[-2.8437, -1.5296, -3.7197], [-1.6957, -2.5806, -4.5227], [-1.1937, -1.9356, -5.8067], [-0.3407, -2.4506, -3.3397], [-3.1147, -1.9326, -2.7697], [-3.8057, -1.4106, -4.2287], [-2.3977, -0.5816, -3.4117], [-0.6947, -2.9446, -2.3407], [-0.0227, -1.3616, -3.2787], [0.4983, -2.9216, -3.7677], [1.2803, -0.1696, -1.1587], [2.0313, -1.4186, -0.1427], [3.3933, -0.8016, 0.2523], [1.0203, -1.1486, 1.2583], [1.7213, -0.2056, -2.1157], [1.4683, 0.7994, -0.7857], [0.1633, -0.1606, -1.3277], [0.8753, -0.0666, 1.5313], [1.4413, -1.6816, 2.1593], [-0.0217, -1.4926, 1.0813], [3.9033, 2.0184, -1.6197], [5.4683, 2.2174, -0.9797], [5.8783, 3.6194, -1.4517], [4.9583, 2.2094, 0.6963], [3.8993, 2.1094, -2.6987], [3.1553, 2.6974, -1.2127], [3.5843, 1.0644, -1.3877], [5.7433, 2.3844, 1.3633], [4.4833, 1.3854, 1.0273], [4.2453, 2.9674, 1.0553], [0.9903, 4.1734, 3.3383], [0.7663, 2.4814, 2.7323], [0.8373, 2.4894, 1.2163], [2.3653, 1.9144, 3.4243], [0.2303, 4.7784, 2.8873], [1.8513, 4.6764, 2.9173], [0.8303, 4.2944, 4.4103], [2.5473, 0.8734, 3.2553], [2.3153, 2.0244, 4.5463], [3.1433, 2.4374, 2.9553], [-3.8547, -3.4916, -0.4057], [-2.3337, -4.3526, -0.0027], [-1.3557, -3.2436, -0.2457], [-2.5497, -4.1766, 1.7273], [-3.9137, -3.4436, -1.4407], [-3.9637, -2.5616, 0.1643], [-4.7567, -4.1276, -0.2997], [-2.2777, -3.2426, 2.1273], [-1.9347, -4.8566, 2.2163], [-3.5667, -4.3626, 2.1043], [-2.5717, -0.1356, -0.2457], [-2.1857, 1.5994, -0.1297], [-2.9747, 2.3234, -1.2367], [-3.0877, 2.1904, 1.3633], [-3.5417, -0.6156, -0.3477], [-2.0927, -0.5616, 0.6503], [-2.1017, -0.7976, -1.0227], [-3.1867, 3.2674, 1.1493], [-2.6367, 2.1314, 2.3583], [-4.0727, 1.6344, 1.4753]]
}

[2]
{
  "formula": "C12H36O6S6",
  "method": "wB97M-V/def2-TZVPD",
  "relative_energy_kj_mol": 0.0,
  "e_tot_ha": -3319.17029,
  "species": ["C", "S", "O", "C", "H", "H", "H", "H", "H", "H", "C", "S", "O", "C", "H", "H", "H", "H", "H", "H", "C", "S", "O", "C", "H", "H", "H", "H", "H", "H", "C", "S", "O", "C", "H", "H", "H", "H", "H", "H", "C", "S", "O", "C", "H", "H", "H", "H", "H", "H", "C", "S", "O", "C", "H", "H", "H", "H", "H", "H"],
  "xyz": [[-0.6967, 0.6590, -3.8960], [-2.1659, -0.1942, -3.3294], [-3.2672, 0.7783, -3.2285], [-2.4382, -1.0986, -4.8640], [-0.8425, 1.1207, -4.8720], [0.0489, -0.1408, -3.9185], [-0.3563, 1.4138, -3.1970], [-1.8268, -1.9996, -4.8817], [-2.2006, -0.4574, -5.7122], [-3.5001, -1.3305, -4.8972], [-0.5045, 3.5957, 3.1926], [-2.2283, 3.9572, 3.3631], [-2.9159, 3.6263, 2.0990], [-2.5811, 2.6269, 4.5081], [0.0027, 3.9000, 4.1096], [-0.0691, 4.0931, 2.3288], [-0.3085, 2.5253, 3.0961], [-3.6544, 2.4519, 4.5002], [-2.1697, 2.8750, 5.4851], [-2.1329, 1.6928, 4.1585], [1.4650, -2.3966, 5.6792], [0.1207, -2.0087, 4.5627], [0.5450, -0.7821, 3.8502], [0.3753, -3.3945, 3.4659], [2.3911, -2.5687, 5.1330], [1.2286, -3.2687, 6.2894], [1.5717, -1.5199, 6.3161], [0.0558, -4.3130, 3.9622], [1.4216, -3.4793, 3.1689], [-0.1940, -3.3024, 2.5415], [1.7179, 3.2811, -2.6988], [2.6791, 2.4315, -3.9328], [3.7936, 3.3135, -4.3386], [3.2697, 1.1639, -2.8191], [0.9631, 3.9653, -3.0858], [2.3767, 3.8961, -2.0781], [1.2102, 2.5822, -2.0327], [3.6273, 1.5924, -1.8846], [4.0408, 0.5677, -3.3029], [2.4184, 0.4971, -2.6631], [-0.8573, 0.1460, 1.2311], [0.0547, 1.2170, 0.1369], [0.4285, 0.3935, -1.0547], [-1.3459, 2.2029, -0.3893], [-1.6416, -0.3710, 0.6751], [-1.3453, 0.7638, 1.9846], [-0.1749, -0.5613, 1.6964], [-0.9936, 2.7966, -1.2349], [-1.8518, 2.7853, 0.3781], [-2.0723, 1.5136, -0.8348], [0.3446, -5.0100, -1.3281], [0.6953, -3.5696, -0.2989], [1.9409, -3.8034, 0.4785], [1.0953, -2.4074, -1.5897], [-0.6873, -5.3408, -1.2651], [0.9480, -5.8172, -0.9015], [0.7317, -4.8697, -2.3342], [1.4133, -2.8748, -2.5219], [1.8536, -1.7219, -1.2241], [0.1934, -1.8229, -1.7806]]
}

[3]
{
  "formula": "C12H36O6S6",
  "method": "wB97M-V/def2-TZVPD",
  "relative_energy_kj_mol": 112.0,
  "e_tot_ha": -3319.12763,
  "species": ["C", "S", "O", "C", "H", "H", "H", "H", "H", "H", "C", "S", "O", "C", "H", "H", "H", "H", "H", "H", "C", "S", "O", "C", "H", "H", "H", "H", "H", "H", "C", "S", "O", "C", "H", "H", "H", "H", "H", "H", "C", "S", "O", "C", "H", "H", "H", "H", "H", "H", "C", "S", "O", "C", "H", "H", "H", "H", "H", "H"],
  "xyz": [[2.0596, -1.3336, -1.2161], [2.0358, -2.2858, 0.3516], [0.8612, -1.7643, 1.1255], [3.4566, -1.4338, 1.1412], [1.2534, -1.8013, -1.7749], [3.0301, -1.1876, -1.6826], [1.7333, -0.3198, -0.9620], [3.9138, -2.0385, 1.9196], [2.9588, -0.5451, 1.5306], [4.2458, -1.1076, 0.4639], [0.3793, 1.8543, -2.7040], [2.0553, 2.4645, -3.0813], [2.3413, 2.1275, -4.5056], [1.5655, 4.2143, -3.0987], [0.1321, 2.1919, -1.6989], [0.3441, 0.7710, -2.7054], [-0.2961, 2.2925, -3.4359], [1.0139, 4.4396, -4.0071], [2.4582, 4.8335, -3.0078], [0.9868, 4.4491, -2.2038], [-0.4017, -4.3197, -1.7292], [-1.3793, -2.7801, -1.9208], [-2.2805, -3.1068, -3.0811], [-2.3208, -3.1992, -0.4142], [0.2918, -4.3741, -0.8881], [0.2704, -4.3760, -2.5930], [-1.0755, -5.1704, -1.7528], [-1.6477, -3.1124, 0.4401], [-2.8567, -4.1403, -0.4659], [-3.0147, -2.3654, -0.2643], [-2.5723, 2.1438, 0.2745], [-2.5655, 0.3696, -0.0759], [-1.5494, 0.2782, -1.1738], [-1.9723, -0.1866, 1.5916], [-1.5665, 2.5086, 0.0711], [-2.9939, 2.4697, 1.2255], [-3.2089, 2.6465, -0.4600], [-1.0069, 0.2356, 1.8687], [-1.8636, -1.2648, 1.6350], [-2.7719, 0.1684, 2.2417], [-2.4252, -5.8815, 2.5358], [-0.6912, -6.2724, 2.3650], [-0.5639, -6.4657, 0.8808], [0.0228, -4.6318, 2.7562], [-2.9990, -6.7119, 2.1305], [-2.5764, -5.0141, 1.8859], [-2.8728, -5.6278, 3.4978], [0.0201, -4.4086, 3.8229], [-0.6033, -3.8598, 2.2999], [1.0111, -4.4893, 2.3293], [2.0167, 7.2179, 1.9380], [0.2505, 6.8994, 1.4727], [-0.2412, 7.9852, 0.5939], [0.5817, 5.4728, 0.3500], [1.9306, 7.4987, 2.9814], [2.3843, 8.0368, 1.3234], [2.5830, 6.3147, 1.7266], [1.0532, 4.6419, 0.8697], [1.2670, 5.9077, -0.3917], [-0.1908, 5.1424, -0.3456]]
}

[4]
{
  "formula": "C12H37BrMgN3O5",
  "method": "wB97M-V/def2-TZVPD",
  "total_charge": 1,
  "e_tot_ha": -3793.66983,
  "species": ["Mg", "Br", "O", "H", "H", "O", "H", "H", "C", "C", "C", "O", "C", "N", "H", "H", "H", "H", "H", "H", "H", "H", "H", "H", "H", "C", "C", "C", "O", "C", "N", "H", "H", "H", "H", "H", "H", "H", "H", "H", "H", "H", "C", "C", "C", "O", "C", "N", "H", "H", "H", "H", "H", "H", "H", "H", "H", "H", "H"],
  "xyz": [[-3.3684, 1.2652, -3.7272], [-1.7963, -0.2732, -2.6803], [-4.8527, 0.9195, -2.3646], [-4.5236, 0.3900, -1.6382], [-5.5506, 1.4489, -1.9788], [-0.6147, -3.0083, -4.8157], [-1.1188, -3.7894, -4.5879], [-0.7444, -2.4147, -4.0761], [-1.4928, -3.4506, 0.3997], [-0.0673, -3.0923, -0.0534], [1.0314, -4.0718, 0.5397], [0.8279, -4.3953, 1.9152], [1.7818, -5.3327, 2.4772], [0.0045, -3.0524, -1.4946], [-1.7450, -4.4980, 0.2340], [-2.3510, -3.0112, -0.1088], [-1.7440, -3.3781, 1.4579], [0.1574, -2.1253, 0.3965], [1.9683, -3.5310, 0.4060], [1.0977, -4.9105, -0.1534], [2.7410, -5.2861, 1.9614], [1.4340, -6.3608, 2.3759], [1.8022, -5.2104, 3.5601], [-0.6134, -3.7817, -1.8210], [-0.5703, -2.2577, -1.7359], [1.6979, 0.2973, -0.0940], [2.3071, 1.1687, -1.1180], [3.8354, 1.2759, -0.8849], [4.1011, 1.8627, 0.3483], [5.4373, 2.0930, 0.5629], [1.9262, 0.5422, -2.3715], [1.9380, -0.7554, -0.2432], [0.6105, 0.3660, -0.0628], [2.0881, 0.5769, 0.8846], [1.9286, 2.1793, -0.9648], [4.2993, 1.8057, -1.7168], [4.2564, 0.2999, -1.1263], [6.0090, 1.1661, 0.5157], [5.5301, 2.4932, 1.5726], [5.8328, 2.8065, -0.1600], [0.9413, 0.3207, -2.3402], [2.3150, -0.3748, -2.5386], [-2.3342, 1.3173, 1.6626], [-2.5095, 2.4077, 0.6593], [-2.8168, 3.8166, 1.3385], [-1.8525, 4.0565, 2.3556], [-1.8814, 5.4090, 2.8288], [-1.3579, 2.5119, -0.1924], [-3.2067, 1.2837, 2.3151], [-1.4081, 1.4827, 2.2130], [-2.2397, 0.3622, 1.1459], [-3.3372, 2.1800, -0.0124], [-3.7788, 3.8529, 1.8497], [-2.7357, 4.5170, 0.5073], [-0.8688, 5.7641, 3.0199], [-2.4491, 5.5407, 3.7500], [-2.2855, 6.1160, 2.1043], [-1.1396, 1.6124, -0.5968], [-0.5455, 2.8534, 0.3011]]
}

Number 1: molecular weight 468.82 u. Number 2: molecular weight 468.82 u. Number 3: molecular weight 468.82 u. Number 4: molecular weight 407.65 u.